Computed, not measured: C4H38BO27 as an isolated structure, with ωB97M-V with the def2-TZVPD basis set.

The value obtained for the strongest force on any atom is 16.58 eV/Å. The value obtained for the energy above the lowest of the compared OMol25 structures with the same formula, charge and spin is 468.92 kJ/mol. For the gap between HOMO and LUMO, the calculation gives 8.2679 eV. Its charge is -1.

The geometry in XYZ format:
```
70
C4H38BO27 | the Open Molecules 2025 dataset | ωB97M-V with the def2-TZVPD basis set
O -0.6494 -1.5996 2.9192
C -0.4185 -1.2246 1.8151
O 0.1277 -0.0799 1.4530
B 0.4131 -0.0763 0.0221
O -0.3467 -1.2150 -0.5039
C -0.8265 -1.9564 0.4795
O -1.3285 -3.0351 0.3922
O 1.8463 -0.1816 -0.3565
C 2.1801 0.8351 -1.0885
O 3.2270 1.0375 -1.6491
C 0.9615 1.7705 -1.2149
O -0.0451 1.2144 -0.5744
O 0.9484 2.8199 -1.7950
O 2.3967 4.8545 -3.5761
H 2.9301 5.5375 -3.1598
H 2.3501 4.1476 -2.9179
O 5.6614 0.1681 -0.0280
H 6.0681 -0.3589 -0.7216
H 5.0321 0.7353 -0.4933
O -1.9291 1.3902 3.0947
H -1.4666 1.4178 2.2417
H -2.4978 2.1653 3.0937
O 2.1159 -1.2929 -2.4082
H 2.4045 -0.5265 -2.9127
H 2.6182 -1.2439 -1.5844
O 1.5275 5.2865 -0.6462
H 2.3196 5.7552 -0.3679
H 1.7013 4.3613 -0.4306
O -0.8840 0.0966 5.4911
H -1.2577 0.4401 6.3076
H -1.5924 0.1437 4.8345
O -4.1159 -4.1732 -0.7244
H -4.2743 -4.1849 0.2264
H -3.2998 -4.6748 -0.8351
O -0.1632 3.1234 1.2820
H -0.4889 3.3913 0.4069
H -0.5988 3.7129 1.9052
O 0.3421 -5.6218 -0.2779
H 0.3629 -4.9817 -1.0211
H -0.0984 -5.1473 0.4407
O -3.9033 -1.3657 0.9600
H -3.4948 -0.5004 0.8118
H -3.4082 -1.9759 0.3982
O 0.5286 -3.6734 -2.2701
H 1.0164 -2.8569 -2.0787
H -0.3384 -3.3614 -2.5824
O -2.2797 -4.0686 3.0096
H -2.0912 -3.4199 2.3161
H -2.3039 -3.5475 3.8175
O -1.9152 0.4333 -2.7630
H -1.5334 0.8712 -3.5314
H -1.3658 0.7556 -2.0310
O -0.5215 -4.5222 2.4239
H 0.0244 -3.7646 2.6572
H -1.3994 -4.3223 2.7776
O 5.2467 2.8612 -2.8388
H 4.6503 2.1099 -2.7227
H 5.0749 3.1730 -3.7328
O 1.9745 1.4020 3.5589
H 1.1243 0.9446 3.5776
H 2.5946 0.7454 3.2280
O -1.4332 3.8648 -1.2167
H -0.8639 4.6428 -1.1195
H -1.2333 3.5381 -2.1025
O -1.8706 -2.3487 -2.8980
H -1.8587 -1.4276 -2.5720
H -2.6015 -2.3881 -3.5200
O -3.0685 1.4089 0.3622
H -2.6423 2.0808 -0.1842
H -3.3609 1.8812 1.1473
```



Computed, not measured: a 14-piece molecular cluster, C4H38NO13 overall, with ωB97M-V with the def2-TZVPD basis set.

The value obtained for the strongest force on any atom is 2.63 eV/Å. The value obtained for the energy above the lowest of the compared OMol25 structures with the same formula, charge and spin is 209.29 kJ/mol. For the gap between HOMO and LUMO, the calculation gives 11.1511 eV. Its charge is +1.

The geometry in XYZ format:
```
56
C4H38NO13 | the Open Molecules 2025 dataset | ωB97M-V with the def2-TZVPD basis set
C -0.7894 -0.5298 -2.1913
C -0.9233 0.8623 -1.6574
C -2.4048 1.3233 -1.5678
C -2.5485 2.8243 -1.3242
N -0.2767 0.9765 -0.2751
H 0.0874 -0.7689 -2.8394
H -1.5878 -0.8456 -2.8652
H -0.8609 -1.2852 -1.3603
H -0.4259 1.5149 -2.3836
H -2.8578 1.0120 -2.5170
H -2.8983 0.7375 -0.7636
H -3.5438 2.8708 -0.9233
H -1.6982 3.0995 -0.7013
H -2.4820 3.5176 -2.1834
H 0.1386 1.9163 -0.3715
H -0.9804 0.6637 0.4461
H 0.5893 0.4398 -0.1285
H -4.2504 -0.7517 -0.1709
H -4.7454 -1.1740 1.2945
O -4.2359 -0.5410 0.7828
H 2.1010 0.9287 -2.4120
H 2.4732 2.0645 -3.3446
O 1.8180 1.3611 -3.2436
H 3.8505 -1.0610 3.9405
H 3.3657 -0.2465 2.6830
O 3.4768 -0.2296 3.6378
H 3.1336 3.4071 0.4574
H 3.8386 2.4903 1.6564
O 3.3425 2.5522 0.8426
H -3.5880 -2.3895 -2.1299
H -3.5924 -2.4538 -0.6171
O -3.9857 -1.9692 -1.3591
H 4.5839 -2.8526 0.7961
H 4.4747 -1.6203 -0.1147
O 4.2282 -1.9521 0.7573
H -1.5482 -3.3871 1.5262
H -2.0713 -4.7622 1.0836
O -2.3130 -3.9748 1.5989
H 3.6713 1.0026 -1.1829
H 2.7847 0.8036 -0.0618
O 2.9410 0.4137 -0.9376
H 1.9507 -2.3789 0.5338
H 0.9288 -2.5627 -0.5355
O 1.0986 -2.0173 0.2431
H 0.0674 -2.9745 2.9510
H -0.6780 -2.6703 4.2499
O -0.6711 -2.4535 3.3029
H 1.1561 2.9365 -2.1669
H 1.2047 4.2530 -1.5204
O 1.0280 3.3289 -1.2706
H -2.4506 -0.7072 1.0181
H -1.4813 -1.5523 1.9803
O -1.5238 -0.9537 1.2219
H 1.4978 0.6729 3.0742
H 0.3834 1.7660 2.6487
O 1.1987 1.3256 2.3935
```



Computed, not measured: a 16-piece molecular cluster, C4H38O15 overall, with ωB97M-V with the def2-TZVPD basis set.

The value obtained for the strongest force on any atom is 1.99 eV/Å. The value obtained for the energy above the lowest of the compared OMol25 structures with the same formula, charge and spin is 420.76 kJ/mol. For the gap between HOMO and LUMO, the calculation gives 9.3450 eV.

The geometry in XYZ format:
```
57
C4H38O15 | the Open Molecules 2025 dataset | ωB97M-V with the def2-TZVPD basis set
C -0.0242 -1.2428 2.8526
C 0.5640 -0.6085 1.8360
C 0.3123 0.7592 1.2627
C 0.4490 -2.5826 3.4992
H -1.0152 -0.8415 3.1152
H 1.3987 -1.1451 1.3429
H -0.7353 1.0156 1.3504
H 1.0290 1.3897 1.7584
H 0.5128 0.7658 0.1952
H 1.4674 -2.9016 3.3832
H -0.0935 -3.5110 3.3158
H 0.2775 -2.3957 4.5124
H -3.2049 0.1002 1.4807
H -4.3209 1.1142 1.2770
O -3.3620 1.0904 1.3291
H 4.0127 0.0845 -2.0082
H 3.5862 -1.1243 -1.0973
O 3.2717 -0.5116 -1.7932
H 1.7317 1.7712 -2.8613
H 0.7735 2.0769 -4.1076
O 1.0713 1.4387 -3.4598
H -0.1227 -2.6989 -2.8068
H 0.6499 -3.8846 -2.6662
O -0.1303 -3.6118 -3.1708
H -3.8634 -1.8429 0.8089
H -2.7444 -1.5406 -0.2940
O -3.0680 -1.3667 0.6007
H -2.0928 -3.2276 -2.2157
H -2.5771 -1.6627 -2.3000
O -2.4831 -2.4651 -1.7449
H 1.0410 -2.7755 0.0621
H -0.1875 -3.1649 -0.5926
O 0.6920 -3.5512 -0.3864
H 0.6955 3.1432 -0.2189
H 2.1085 2.6764 -0.3475
O 1.4032 3.0705 -0.9021
H 1.4269 -0.9064 -1.8553
H 1.1034 -1.1208 -3.3453
O 0.7926 -1.3142 -2.4626
H -1.8099 1.2363 3.8550
H -2.1862 2.5410 3.1591
O -2.0280 2.1513 4.0292
H -2.9304 1.7853 -3.2431
H -1.4870 1.3541 -3.5379
O -2.4062 1.0407 -3.5442
H -0.6273 2.5538 -2.0902
H 0.2622 3.7758 -2.4680
O -0.5770 3.3358 -2.6512
H 4.2024 1.5781 -0.0975
H 3.1541 0.7264 0.7232
O 3.2432 1.4264 0.0501
H 2.4363 -0.7239 3.7736
H 2.9781 0.5232 3.3363
O 3.2074 -0.4094 3.2709
H -2.2231 2.5530 0.0362
H -1.8647 2.9145 1.4807
O -1.6896 3.1396 0.5714
```



Computed, not measured: a 15-piece molecular cluster, C4H39NO16 overall, with ωB97M-V with the def2-TZVPD basis set.

The value obtained for the strongest force on any atom is 3.12 eV/Å. The value obtained for the energy above the lowest of the compared OMol25 structures with the same formula, charge and spin is 356.10 kJ/mol. For the gap between HOMO and LUMO, the calculation gives 8.5718 eV.

The geometry in XYZ format:
```
60
C4H39NO16 | the Open Molecules 2025 dataset | ωB97M-V with the def2-TZVPD basis set
C -0.3442 0.3538 -0.0138
C -0.0398 -1.0717 -0.4527
C 1.4393 -1.3417 -0.1862
O 1.6271 -1.4301 1.2512
N -0.2875 -1.2297 -1.8932
C -1.4372 -0.7019 -2.5550
O -1.0945 -0.0885 -3.8895
H -1.4349 0.4107 0.0587
H 0.1513 0.5934 0.9452
H 0.1716 1.0705 -0.6314
H -0.6278 -1.8523 0.0512
H 2.1969 -0.6006 -0.5625
H 1.6992 -2.3176 -0.5465
H 1.1659 -2.3033 1.5677
H 0.5438 -1.2901 -2.4746
H -1.9455 -1.5970 -2.9946
H -2.1556 -0.0804 -1.9778
H -0.6921 -0.8351 -4.3506
H -0.1998 0.9975 2.7311
H -0.6860 1.8793 4.0053
O -0.8873 1.5289 3.1355
H -4.7802 1.3639 0.7863
H -3.4007 1.2673 1.4683
O -4.1751 0.7490 1.2088
H 3.7605 0.6751 -1.5860
H 3.6344 0.8666 -0.0585
O 4.2203 0.5107 -0.7547
H 3.0967 2.0954 -3.4313
H 1.9397 1.7063 -2.3954
O 2.6225 1.3744 -3.0166
H 0.6143 2.8757 -2.3229
H 1.8722 3.5739 -1.6318
O 1.1335 2.9779 -1.4665
H -1.6150 -0.1942 3.8542
H -2.0566 -1.1177 4.9498
O -1.5676 -1.1282 4.1180
H 2.5415 -1.9354 -3.6568
H 1.7222 -3.1482 -3.9155
O 1.6278 -2.2400 -3.6058
H -3.6466 -0.9034 1.2376
H -3.3382 -1.8699 2.3391
O -3.1226 -1.7073 1.4107
H -2.2620 -3.2100 0.6679
H -1.7651 -3.7558 -0.7364
O -1.8077 -3.9304 0.2066
H -0.2698 1.6095 -3.6522
H -1.2579 2.7949 -3.5181
O -0.3040 2.5792 -3.5429
H -0.3889 -3.3475 2.5237
H -0.2810 -3.6798 1.0073
O 0.2437 -3.5847 1.8368
H 2.4328 0.3894 3.6853
H 1.7208 -0.1369 2.3042
O 1.8235 0.5961 2.9747
H -1.4646 3.4759 2.7424
H -0.3987 4.5257 2.7475
O -1.3081 4.3770 3.0218
H 2.3887 1.3104 1.7440
H 2.0407 2.1499 0.2464
O 2.6117 1.9514 0.9926
```



Computed, not measured: one molecule with the formula C4H3Br, with ωB97M-V with the def2-TZVPD basis set.

The value obtained for the strongest force on any atom is 5.30 eV/Å. The value obtained for the energy above the lowest of the compared OMol25 structures with the same formula, charge and spin is 315.98 kJ/mol. For the gap between HOMO and LUMO, the calculation gives 8.1418 eV.

The geometry in XYZ format:
```
8
C4H3Br | the Open Molecules 2025 dataset | ωB97M-V with the def2-TZVPD basis set
C -0.5867 -1.3286 -0.9417
C -1.1557 -1.5803 -2.0756
C 0.2302 -0.7373 -0.0754
C 0.0837 1.0318 0.5036
Br 0.0085 1.0041 2.3488
H 1.1117 -1.2988 0.2443
H -0.7657 1.5678 -0.0656
H 1.0740 1.3411 0.0617
```



Computed, not measured: C4H3Br as an isolated structure, with ωB97M-V with the def2-TZVPD basis set.

The value obtained for the strongest force on any atom is 2.60 eV/Å. The value obtained for the energy above the lowest of the compared OMol25 structures with the same formula, charge and spin is 595.03 kJ/mol. For the gap between HOMO and LUMO (spin up / spin down), the calculation gives 6.6105 / 8.2622 eV.

The geometry in XYZ format:
```
8
C4H3Br | the Open Molecules 2025 dataset | ωB97M-V with the def2-TZVPD basis set
C 0.9386 -0.9104 -0.7461
C 1.7956 0.1992 -0.6910
C -0.0244 -1.6755 -0.7767
C -0.7542 1.2065 0.5433
Br 0.9878 1.4646 0.2839
H -0.6018 -2.5184 -0.6483
H -1.2218 0.2782 0.7855
H -1.1198 1.9559 1.2493
```



Computed, not measured: one molecule with the formula C4H3BrO, with ωB97M-V with the def2-TZVPD basis set.

The value obtained for the strongest force on any atom is 4.57 eV/Å. The value obtained for the energy above the lowest of the compared OMol25 structures with the same formula, charge and spin is 363.97 kJ/mol. For the gap between HOMO and LUMO, the calculation gives 7.6935 eV. As for the structure (SMILES): C=CC1=C(Br)O1.

The geometry in XYZ format:
```
9
C4H3BrO | the Open Molecules 2025 dataset | ωB97M-V with the def2-TZVPD basis set
C -0.1044 0.1610 -0.9405
C 0.6414 -1.1689 1.2171
C 0.3570 -0.7563 0.0386
C -0.4597 1.4223 -0.6672
O 0.3787 -2.1685 0.2363
Br 0.8987 -1.0946 2.9585
H -0.3040 -0.2169 -1.8289
H -0.4762 1.8679 0.4264
H -0.9314 1.9540 -1.4403
```



Computed, not measured: a 2-piece molecular cluster, C4H3BrO overall, with ωB97M-V with the def2-TZVPD basis set.

The value obtained for the strongest force on any atom is 3.47 eV/Å. The value obtained for the energy above the lowest of the compared OMol25 structures with the same formula, charge and spin is 224.62 kJ/mol. For the gap between HOMO and LUMO, the calculation gives 9.9061 eV. As for the structure (SMILES): C#CBr.C=C=O.

The geometry in XYZ format:
```
9
C4H3BrO | the Open Molecules 2025 dataset | ωB97M-V with the def2-TZVPD basis set
C -2.6278 2.1518 -0.4170
C -2.8117 1.0051 -0.1522
C 0.7331 0.1268 -0.0912
C 0.2685 -1.0211 -0.5263
O 1.1626 1.1364 0.3172
Br -3.1995 -0.6377 0.0329
H -2.2436 3.0826 -0.3056
H -0.7401 -1.2142 -0.7855
H 0.8460 -1.8806 -0.3233
```